1.
Density functional theory data (wB97M-V/def2-TZVPD) for a 7-piece molecular cluster, C51H56BN6O15 overall in a non-equilibrium geometry.

```
! RIJCOSX wB97M-V def2-TZVPD def2/J DEFGRID3
* xyz -1 1
C -2.103 1.889 -3.353
C -1.957 0.869 -4.487
O -3.211 0.302 -4.855
C -2.999 -0.606 -5.928
C -3.477 -2.075 -5.671
O -3.995 -2.349 -4.404
C -3.021 -2.414 -3.379
C -1.961 -3.519 -3.548
O -1.869 -4.332 -2.415
C -1.314 -5.625 -2.756
B 0.314 -5.670 -2.920
C 1.085 -5.969 -1.462
C 2.571 -5.904 -1.717
C 3.163 -6.829 -2.552
C 4.508 -6.798 -2.826
C 5.294 -5.815 -2.285
C 4.731 -4.888 -1.445
C 3.385 -4.930 -1.154
C 2.812 -3.878 -0.216
H -3.056 2.404 -3.487
H -1.286 2.609 -3.455
H -2.033 1.359 -2.401
H -1.287 0.045 -4.189
H -1.461 1.347 -5.348
H -3.567 -0.218 -6.787
H -1.955 -0.627 -6.261
H -2.668 -2.750 -5.984
H -4.299 -2.261 -6.371
H -3.566 -2.645 -2.456
H -2.514 -1.461 -3.184
H -0.981 -3.019 -3.657
H -2.104 -4.088 -4.478
H -1.598 -6.318 -1.956
H -1.787 -6.010 -3.680
H 0.759 -4.600 -3.313
H 0.662 -6.560 -3.686
H 0.805 -5.147 -0.791
H 0.808 -6.942 -1.033
H 2.551 -7.605 -3.000
H 4.928 -7.539 -3.501
H 6.356 -5.746 -2.509
H 5.362 -4.108 -1.026
H 2.263 -4.383 0.583
H 2.139 -3.236 -0.797
H 3.606 -3.247 0.194
C -2.536 7.374 -0.664
C -2.714 6.050 -0.284
C -1.663 5.154 -0.384
C -0.444 5.596 -0.861
C -0.249 6.911 -1.249
C -1.305 7.803 -1.150
N 0.670 4.643 -0.947
O 0.448 3.491 -0.639
O 1.745 5.058 -1.334
H -3.356 8.075 -0.580
H -3.669 5.721 0.095
H -1.804 4.132 -0.086
H 0.707 7.248 -1.625
H -1.170 8.835 -1.447
C -1.649 -0.306 3.418
C -1.286 0.444 2.305
C -1.905 1.662 2.057
C -2.882 2.111 2.933
C -3.257 1.366 4.036
C -2.636 0.154 4.277
N -3.533 3.414 2.720
O -3.216 4.092 1.755
O -4.348 3.767 3.545
H -1.161 -1.252 3.622
H -0.517 0.084 1.636
H -1.615 2.242 1.194
H -4.022 1.721 4.712
H -2.917 -0.433 5.140
C 3.175 12.382 -2.277
C 2.271 13.099 -3.048
C 0.913 12.997 -2.798
C 0.478 12.178 -1.772
C 1.367 11.452 -0.999
C 2.724 11.557 -1.257
N -0.961 12.086 -1.489
O -1.718 12.719 -2.196
O -1.309 11.383 -0.561
H 4.237 12.467 -2.473
H 2.625 13.739 -3.844
H 0.211 13.556 -3.400
H 1.018 10.810 -0.203
H 3.431 10.996 -0.661
C -1.356 -8.995 4.092
C -0.980 -8.614 5.373
C -0.834 -7.273 5.679
C -1.071 -6.326 4.696
C -1.438 -6.690 3.414
C -1.580 -8.037 3.114
N -0.939 -4.905 5.038
O -0.597 -4.630 6.175
O -1.180 -4.077 4.183
H -1.474 -10.045 3.855
H -0.803 -9.362 6.133
H -0.542 -6.978 6.676
H -1.616 -5.946 2.648
H -1.868 -8.337 2.117
C 2.267 -7.513 11.890
C 2.797 -7.874 10.659
C 2.029 -8.596 9.758
C 0.736 -8.942 10.104
C 0.196 -8.595 11.329
C 0.969 -7.876 12.226
N -0.088 -9.686 9.140
O 0.424 -9.990 8.082
O -1.231 -9.947 9.456
H 2.866 -6.944 12.589
H 3.807 -7.591 10.399
H 2.444 -8.876 8.800
H -0.814 -8.874 11.591
H 0.559 -7.595 13.187
C 2.102 4.806 -6.219
C 2.526 4.989 -4.910
C 2.725 6.269 -4.419
C 2.491 7.352 -5.246
C 2.074 7.186 -6.556
C 1.880 5.903 -7.042
N 2.675 8.711 -4.721
O 3.055 8.829 -3.573
O 2.431 9.643 -5.462
H 1.942 3.805 -6.599
H 2.700 4.134 -4.271
H 3.056 6.403 -3.399
H 1.897 8.037 -7.196
H 1.552 5.758 -8.062
*
```

Results
LUMO energy   0.36 eV
Kohn-Sham gap   4.9 eV
Electronic energy   -3458.398365 hartree
HOMO energy   -4.5 eV

2.
Density functional theory data (wB97M-V/def2-TZVPD) for C51H57Br2GeNOP2Ti as an isolated structure in a non-equilibrium geometry.

```
! RIJCOSX wB97M-V def2-TZVPD def2/J DEFGRID3
* xyz 2 1
Ti 0.094 -0.130 -0.236
C 0.360 -3.498 -2.186
C 0.055 -2.831 -0.877
C 1.049 -2.714 0.103
C 0.770 -2.184 1.358
C -0.536 -1.801 1.679
C -1.541 -1.919 0.720
C -1.239 -2.393 -0.553
H 1.344 -3.962 -2.160
H 0.323 -2.801 -3.023
H -0.378 -4.276 -2.384
H 2.048 -3.060 -0.117
H 1.561 -2.100 2.091
H -0.778 -1.442 2.667
H -2.542 -1.583 0.954
H -2.029 -2.472 -1.290
C -3.041 0.163 4.523
C -3.315 1.150 3.429
C -4.111 2.287 3.711
C -4.464 3.125 2.700
C -4.006 2.859 1.388
C -4.450 3.556 0.234
Br -5.588 5.047 0.392
C -4.108 3.119 -1.008
C -3.191 2.055 -1.156
Br -2.922 1.414 -2.895
C -2.578 1.496 -0.066
O -1.518 0.642 -0.162
C -3.116 1.775 1.230
N -2.816 0.919 2.237
H -3.977 -0.239 4.913
H -2.526 0.644 5.356
H -2.436 -0.664 4.158
H -4.465 2.453 4.720
H -5.112 3.972 2.876
H -4.513 3.586 -1.894
C 2.226 1.335 -2.947
C 2.953 0.022 -2.705
P 2.993 -0.261 -0.886
C 4.028 -1.755 -0.743
C 4.853 -1.955 0.362
C 5.611 -3.113 0.470
C 5.556 -4.081 -0.522
C 4.751 -3.882 -1.635
C 3.993 -2.727 -1.746
C 4.115 1.090 -0.412
C 3.665 2.166 0.339
C 4.489 3.258 0.580
C 5.778 3.270 0.074
C 6.246 2.188 -0.665
C 5.421 1.104 -0.910
P 0.452 1.075 -2.602
C -0.253 2.736 -2.680
C -0.597 3.363 -3.876
C -1.069 4.665 -3.859
C -1.199 5.350 -2.656
C -0.859 4.730 -1.463
C -0.393 3.424 -1.481
C -0.062 0.105 -4.058
C -0.932 -0.973 -3.930
C -1.322 -1.714 -5.036
C -0.844 -1.382 -6.295
C 0.025 -0.310 -6.441
C 0.418 0.424 -5.332
H 2.353 1.695 -3.966
H 2.588 2.130 -2.292
H 3.981 0.040 -3.069
H 2.437 -0.795 -3.216
H 4.935 -1.202 1.135
H 6.255 -3.250 1.328
H 6.151 -4.981 -0.436
H 4.723 -4.622 -2.424
H 3.385 -2.589 -2.630
H 2.666 2.149 0.757
H 4.122 4.091 1.166
H 6.425 4.117 0.259
H 7.258 2.191 -1.048
H 5.801 0.264 -1.481
H -0.525 2.835 -4.818
H -1.342 5.148 -4.788
H -1.571 6.365 -2.652
H -0.968 5.254 -0.523
H -0.158 2.934 -0.545
H -1.338 -1.219 -2.959
H -2.004 -2.545 -4.915
H -1.149 -1.954 -7.161
H 0.398 -0.040 -7.419
H 1.092 1.256 -5.484
C 5.940 0.976 2.690
C 4.540 1.187 3.246
C 3.570 0.098 2.804
C 2.142 0.320 3.299
Ge 0.651 0.963 2.180
C 0.554 2.922 1.902
C 0.991 3.681 3.163
C 0.082 3.461 4.368
C 0.509 4.297 5.567
H 6.636 1.729 3.058
H 5.942 1.034 1.597
H 6.335 -0.001 2.977
H 4.158 2.163 2.927
H 4.564 1.214 4.339
H 3.942 -0.868 3.160
H 3.585 0.041 1.714
H 2.128 1.062 4.108
H 1.731 -0.582 3.763
H -0.502 0.613 3.106
H -0.497 3.140 1.684
H 1.136 3.268 1.049
H 1.011 4.751 2.932
H 2.021 3.415 3.428
H 0.072 2.402 4.647
H -0.947 3.707 4.083
H 1.522 4.042 5.882
H -0.151 4.142 6.421
H 0.496 5.361 5.327
*
```

Results
LUMO energy (alpha / beta)   -6.40 / -6.32 eV
Kohn-Sham gap (alpha / beta)   6.4 / 6.5 eV
Relative energy (zero: lowest compared OMol25 entry of this formula, charge and spin)   0.000 eV
Electronic energy   -10864.265595 hartree
HOMO energy (alpha / beta)   -12.8 / -12.8 eV

3.
Density functional theory data (wB97M-V/def2-TZVPD) for a 7-piece molecular cluster, C51H57FNO6P overall in a non-equilibrium geometry.

```
! RIJCOSX wB97M-V def2-TZVPD def2/J DEFGRID3
* xyz 0 1
C -4.664 -1.923 -1.232
C -3.413 -1.834 -0.215
C -2.242 -2.840 -0.492
C -1.018 -2.772 0.450
C -0.947 -1.729 1.590
C -2.077 -0.712 1.889
C -2.080 0.424 3.019
C -0.592 1.024 3.353
C -0.033 -0.007 4.451
C 0.517 0.665 5.812
O 0.103 -0.185 6.950
O -0.971 2.366 3.831
C 0.175 3.256 3.784
O 0.378 4.283 4.445
O 1.027 2.603 2.821
C 0.323 1.497 2.132
C 1.509 0.574 1.572
C 2.931 1.364 1.588
F 1.313 0.188 0.177
P -0.449 2.409 0.658
N -1.332 1.471 -0.305
O 0.809 3.052 -0.330
O -1.513 3.688 1.155
C -3.343 -0.787 0.954
H -4.854 -0.919 -1.770
H -4.458 -2.745 -2.020
H -5.559 -2.265 -0.611
H -2.249 -3.599 -1.341
H -0.125 -3.464 0.317
H -0.020 -1.711 2.248
H -2.654 1.322 2.563
H -2.659 0.151 3.971
H 0.814 -0.695 4.068
H -0.874 -0.736 4.765
H 0.106 1.703 6.045
H 1.667 0.635 5.795
H -0.731 0.260 7.248
H 1.685 -0.398 2.136
H 3.699 0.713 1.018
H 3.346 1.510 2.640
H 2.883 2.360 1.035
H -2.283 1.877 -0.325
H 0.598 2.773 -1.251
H -1.270 4.415 0.521
H -4.243 -0.081 1.102
C 2.747 -0.600 -2.465
C 2.682 0.788 -2.550
C 3.123 1.438 -3.699
C 3.634 0.699 -4.763
C 3.708 -0.687 -4.675
C 3.263 -1.337 -3.527
H 2.397 -1.106 -1.573
H 2.286 1.363 -1.720
H 3.069 2.520 -3.766
H 3.976 1.205 -5.660
H 4.112 -1.263 -5.502
H 3.319 -2.419 -3.460
C -8.423 1.600 -4.959
C -7.699 0.415 -4.870
C -7.370 -0.107 -3.623
C -7.761 0.558 -2.464
C -8.477 1.748 -2.554
C -8.810 2.268 -3.801
H -8.685 2.004 -5.932
H -7.392 -0.102 -5.773
H -6.808 -1.033 -3.553
H -7.507 0.150 -1.492
H -8.778 2.270 -1.651
H -9.370 3.195 -3.871
C -8.696 -5.198 -0.829
C -9.695 -4.383 -0.305
C -10.032 -3.195 -0.947
C -9.368 -2.820 -2.111
C -8.362 -3.631 -2.630
C -8.027 -4.820 -1.990
H -8.437 -6.127 -0.332
H -10.211 -4.674 0.603
H -10.814 -2.562 -0.541
H -9.632 -1.895 -2.613
H -7.840 -3.335 -3.534
H -7.245 -5.453 -2.396
C 5.680 3.847 0.202
C 6.740 4.425 0.893
C 8.051 4.093 0.563
C 8.301 3.180 -0.457
C 7.240 2.595 -1.143
C 5.930 2.930 -0.815
H 4.659 4.111 0.455
H 6.545 5.135 1.691
H 8.877 4.546 1.100
H 9.322 2.923 -0.717
H 7.435 1.879 -1.935
H 5.103 2.476 -1.352
C -1.377 -3.443 6.147
C -2.213 -4.095 7.047
C -2.917 -5.226 6.647
C -2.788 -5.700 5.343
C -1.959 -5.039 4.442
C -1.252 -3.911 4.848
H -0.822 -2.564 6.461
H -2.315 -3.723 8.061
H -3.567 -5.738 7.349
H -3.336 -6.583 5.030
H -1.863 -5.403 3.424
H -0.603 -3.394 4.149
C 10.442 2.838 -3.682
C 11.502 3.415 -2.990
C 12.812 3.083 -3.321
C 13.062 2.170 -4.341
C 12.002 1.586 -5.026
C 10.692 1.921 -4.698
H 9.420 3.102 -3.428
H 11.307 4.125 -2.193
H 13.639 3.536 -2.784
H 14.084 1.913 -4.600
H 12.196 0.869 -5.818
H 9.865 1.467 -5.234
*
```

Results
SMILES   Cc1cccc(C[C@]2(CCO)OC(=O)O[C@]2([C@H](C)F)P(=N)(O)O)c1.c1ccccc1.c1ccccc1.c1ccccc1.c1ccccc1.c1ccccc1.c1ccccc1
LUMO energy   0.20 eV
Kohn-Sham gap   8.6 eV
Electronic energy   -2924.757073 hartree
HOMO energy   -8.4 eV

4.
Density functional theory data (wB97M-V/def2-TZVPD) for C51H58BaN6O2Si as an isolated structure in a non-equilibrium geometry.

```
! RIJCOSX wB97M-V def2-TZVPD def2/J DEFGRID3
* xyz 0 1
Ba 0.107 0.006 -0.356
C -3.850 0.358 -1.600
C -3.793 1.867 -1.836
C -2.561 2.373 -2.544
C -2.248 3.729 -2.481
C -1.216 4.219 -3.260
C -0.513 3.336 -4.066
C -0.887 2.002 -4.050
N -1.891 1.532 -3.322
N -3.385 -0.150 -0.307
C -4.045 0.475 0.834
C -3.362 1.744 1.281
C -4.084 2.907 1.536
C -3.407 4.035 1.969
C -2.034 3.965 2.138
C -1.402 2.761 1.868
N -2.048 1.678 1.456
C -3.603 -1.598 -0.330
C -3.209 -2.321 0.929
C -4.167 -2.956 1.715
C -3.765 -3.663 2.837
C -2.415 -3.710 3.143
C -1.533 -3.054 2.298
N -1.913 -2.382 1.221
H -3.225 -0.104 -2.366
H -4.895 0.033 -1.757
H -3.928 2.431 -0.918
H -4.631 2.123 -2.493
H -2.820 4.389 -1.845
H -0.971 5.273 -3.249
H 0.305 3.667 -4.688
H -0.377 1.276 -4.671
H -3.974 -0.221 1.674
H -5.114 0.669 0.644
H -5.155 2.928 1.384
H -3.945 4.951 2.168
H -1.463 4.816 2.479
H -0.333 2.656 1.998
H -2.985 -1.998 -1.138
H -4.662 -1.829 -0.544
H -5.214 -2.892 1.450
H -4.494 -4.166 3.457
H -2.051 -4.236 4.012
H -0.468 -3.073 2.492
C 1.785 4.402 -1.201
C 1.520 2.937 -1.493
O 0.651 2.372 -0.818
C 2.273 2.304 -2.551
C 3.228 3.023 -3.296
C 3.893 2.472 -4.359
C 3.618 1.148 -4.730
C 2.715 0.408 -4.022
C 2.020 0.928 -2.888
O 1.221 0.191 -2.231
H 1.142 4.713 -0.381
H 1.574 5.011 -2.079
H 2.824 4.549 -0.912
H 3.451 4.046 -3.027
H 4.624 3.046 -4.911
H 4.133 0.710 -5.576
H 2.505 -0.618 -4.297
C 2.454 -2.919 -1.673
N 1.029 -3.212 -1.594
C 0.737 -4.064 -0.455
C 0.591 -3.824 -2.836
C -0.920 -3.903 -3.033
N -1.624 -2.629 -3.116
C -0.989 -1.691 -4.031
C -2.997 -2.873 -3.521
H 3.042 -3.800 -1.980
H 2.815 -2.580 -0.703
H 2.614 -2.113 -2.387
H 1.176 -5.070 -0.570
H -0.339 -4.158 -0.324
H 1.141 -3.602 0.444
H 0.973 -4.861 -2.912
H 1.030 -3.258 -3.658
H -1.375 -4.473 -2.218
H -1.071 -4.487 -3.962
H -0.800 -2.137 -5.022
H -0.055 -1.341 -3.599
H -1.639 -0.827 -4.158
H -3.067 -3.330 -4.522
H -3.543 -1.930 -3.541
H -3.482 -3.542 -2.808
C -0.293 -1.805 6.143
C -1.045 -1.137 5.188
C -0.434 -0.651 4.042
C 0.934 -0.811 3.817
C 1.671 -1.467 4.802
C 1.071 -1.959 5.951
Si 1.704 -0.114 2.197
C 2.045 1.707 2.681
C 1.497 2.317 3.810
C 1.713 3.660 4.081
C 2.509 4.420 3.238
C 3.059 3.834 2.108
C 2.807 2.503 1.825
C 3.427 -0.975 2.166
C 4.654 -0.314 2.134
C 5.847 -1.001 1.951
C 5.844 -2.378 1.799
C 4.639 -3.062 1.860
C 3.458 -2.366 2.044
H -0.767 -2.201 7.031
H -2.110 -0.999 5.336
H -1.028 -0.123 3.303
H 2.737 -1.596 4.669
H 1.668 -2.461 6.702
H 0.884 1.730 4.483
H 1.270 4.112 4.960
H 2.707 5.460 3.462
H 3.691 4.420 1.452
H 3.205 2.065 0.915
H 4.683 0.761 2.256
H 6.784 -0.459 1.908
H 6.769 -2.917 1.638
H 4.627 -4.139 1.744
H 2.523 -2.915 2.091
*
```

Results
LUMO energy   0.32 eV
Kohn-Sham gap   6.3 eV
Relative energy (zero: lowest compared OMol25 entry of this formula, charge and spin)   0.594 eV
Electronic energy   -2772.264987 hartree
HOMO energy   -6.0 eV